17
Properties=species:S:1:pos:R:3:lowdin_charge:R:1 method="wB97M-V/def2-TZVPD" smiles=C1CCNC1.O lumo_energy_ev=0.65 energy_ev=-7862.39497 e_homo_ev=-8.30 multiplicity=1 e_above_lowest_kj_mol=208.3
C -0.2527 0.0305 1.7858 -0.19
C -1.2868 1.0018 0.9650 -0.13
C -0.2766 1.6152 -0.1892 -0.19
N 0.8221 0.6810 -0.1296 -0.11
C 0.4382 -0.5320 0.6119 -0.28
H 0.3278 0.7324 2.3581 0.09
H -0.9513 -0.5661 2.4871 0.13
H -1.8005 1.8633 1.4032 0.08
H -2.0709 0.2866 0.6833 0.08
H 0.1545 2.5581 0.1021 0.08
H -0.5108 1.6242 -1.2809 0.11
H 1.1531 0.3749 -1.0581 0.10
H 1.2485 -1.1660 0.9409 0.10
H -0.2248 -1.2198 0.0642 0.11
O 0.8092 -2.1698 -2.7762 -0.14
H 0.6166 -3.1332 -2.9573 0.05
H 1.8043 -1.9810 -3.0105 0.09